Entry 1:
Formula: C3H7BrNO
Source: the Open Molecules 2025 dataset
Level of theory: ωB97M-V/def2-TZVPD

LUMO ... -4.133 eV
Total charge ... +1
Maximum force ... 5.13 eV/A
Spin multiplicity ... 1

Each line ends with the Löwdin charge.
Cartesian coordinates (Å):
1 C 1.7416 -0.6784 -0.0625  -0.7004
2 C -0.4640 1.1934 -0.7336  -0.0457
3 C -0.1144 0.2662 0.4439  -0.1983
4 N -0.8926 -0.9754 0.5493  0.1591
5 O 1.6187 -1.7739 -0.5469  0.0272
6 Br 3.1902 0.4675 0.2232  0.8540
7 H 0.3860 1.6909 -1.1705  0.0789
8 H -0.9966 0.7156 -1.4753  0.0530
9 H -1.1772 2.0049 -0.3436  0.1257
10 H -0.0900 0.7359 1.3564  0.0904
11 H -0.8840 -1.3496 1.6081  0.2535
12 H -0.5070 -1.6335 -0.1652  0.1566
13 H -1.8108 -0.6636 0.3166  0.1460


Entry 2:
Formula: C16H44O6
Source: the Open Molecules 2025 dataset
Level of theory: ωB97M-V/def2-TZVPD

SMILES ... CC(C)O.CC(C)O.CC(C)O.CC(C)O.CC(C)O.CO
LUMO ... 0.458 eV
Maximum force ... 1.28 eV/A
Spin multiplicity ... 1

Each line ends with the Löwdin charge.
Cartesian coordinates (Å):
1 C -13.1095 -24.5581 -20.2429  -0.0663
2 C -11.6444 -24.5833 -20.6051  -0.4779
3 C -10.8904 -23.3573 -20.0995  -0.0644
4 O -11.0352 -25.7545 -20.0180  -0.0630
5 H -13.6507 -23.8318 -20.8616  0.0825
6 H -13.2869 -24.3209 -19.1943  0.0765
7 H -13.5750 -25.5164 -20.4792  0.0792
8 H -11.4585 -24.7004 -21.6706  0.1381
9 H -11.1212 -22.4674 -20.6880  0.0803
10 H -9.8228 -23.5464 -20.2078  0.0864
11 H -11.1349 -23.1755 -19.0500  0.0693
12 H -10.9117 -25.5853 -19.0775  0.0705
13 C -7.7863 -15.9813 -16.2353  -0.0696
14 C -7.7737 -15.2344 -17.5300  -0.5079
15 C -9.0356 -15.4564 -18.3729  -0.0484
16 O -7.6865 -13.8474 -17.1873  -0.0601
17 H -8.7066 -15.8329 -15.6574  0.0851
18 H -6.9441 -15.6986 -15.6038  0.0815
19 H -7.7641 -17.0704 -16.3485  0.0782
20 H -6.8745 -15.4863 -18.1064  0.1304
21 H -8.9427 -14.9287 -19.3196  0.0765
22 H -9.8317 -15.0997 -17.7191  0.0846
23 H -9.1991 -16.5144 -18.5842  0.0659
24 H -7.7158 -13.3290 -17.9979  0.0845
25 C -5.1175 -21.9209 -18.6412  -0.0610
26 C -5.9353 -23.0295 -17.9854  -0.4569
27 C -5.4865 -23.2689 -16.5545  -0.0545
28 O -7.3069 -22.6178 -18.0331  -0.0740
29 H -4.0788 -22.2281 -18.7444  0.0853
30 H -5.2242 -20.9801 -18.0968  0.0906
31 H -5.5075 -21.7176 -19.6420  0.0693
32 H -5.8054 -23.9071 -18.6285  0.1425
33 H -6.0733 -24.0513 -16.0700  0.0730
34 H -5.4994 -22.3212 -16.0147  0.0887
35 H -4.4495 -23.6152 -16.5239  0.0835
36 H -7.8743 -23.2983 -17.6528  0.0571
37 C -5.9126 -17.9317 -20.9836  -0.0666
38 C -4.4986 -18.0373 -21.5004  -0.5081
39 C -4.1027 -19.4700 -21.8368  -0.0545
40 O -4.3938 -17.1777 -22.6269  -0.0452
41 H -6.2058 -16.8894 -20.8460  0.0735
42 H -6.0530 -18.4536 -20.0345  0.0713
43 H -6.6474 -18.3984 -21.6466  0.0850
44 H -3.8489 -17.7104 -20.6731  0.1340
45 H -3.0757 -19.4747 -22.2270  0.0755
46 H -4.7451 -19.9271 -22.5893  0.0854
47 H -4.0641 -20.1118 -20.9550  0.0628
48 H -3.4768 -17.1295 -22.9119  0.0854
49 C -9.8181 -22.0351 -15.5475  -0.0406
50 C -9.1366 -23.4045 -15.4878  -0.4725
51 C -9.5780 -24.2094 -14.2705  -0.0508
52 O -9.4167 -24.1327 -16.7070  -0.0741
53 H -9.6402 -21.4700 -14.6325  0.0852
54 H -10.8948 -22.1467 -15.7018  0.0851
55 H -9.4132 -21.4587 -16.3814  0.0638
56 H -8.0604 -23.2400 -15.4540  0.1095
57 H -9.1528 -25.2111 -14.2975  0.0806
58 H -10.6651 -24.2623 -14.1923  0.0817
59 H -9.2079 -23.7040 -13.3746  0.0835
60 H -10.3765 -24.1339 -16.7897  0.0820
61 C -9.0564 -19.9691 -19.3551  -0.1566
62 O -7.8666 -20.5781 -19.8057  -0.1447
63 H -8.9610 -19.8139 -18.2705  0.0710
64 H -9.2577 -18.9989 -19.8044  0.0685
65 H -9.9181 -20.6226 -19.5343  0.0590
66 H -7.6841 -21.3138 -19.2031  0.0156


Entry 3:
Formula: C3H6F4Si
Source: the Open Molecules 2025 dataset
Level of theory: ωB97M-V/def2-TZVPD

SMILES ... C[Si@@](F)(CF)C(F)F
LUMO ... 0.833 eV
Maximum force ... 4.39 eV/A
Spin multiplicity ... 1

Each line ends with the Löwdin charge.
Cartesian coordinates (Å):
1 C -1.7475 -0.0230 0.5934  -0.1455
2 Si 0.1793 -0.0919 0.2391  0.6680
3 F 0.8633 -0.5454 1.5964  -0.1284
4 C 0.6136 -1.4140 -1.0992  -0.1923
5 F -0.6466 -1.9789 -1.4687  -0.1527
6 C 1.1278 1.6259 0.2136  -0.4065
7 F 0.3673 2.5707 0.7751  0.0396
8 F 1.3727 1.9756 -1.0968  -0.0211
9 H -2.5509 0.4253 -0.0534  0.0512
10 H -2.0932 -1.0168 0.7411  -0.0013
11 H -1.8280 0.4524 1.6112  0.0427
12 H 1.1333 -2.2988 -0.7306  0.0788
13 H 1.1749 -1.0971 -1.9843  0.0771
14 H 2.0341 1.4162 0.6629  0.0905


Entry 4:
Formula: BCdH12O8P
Source: the Open Molecules 2025 dataset
Level of theory: ωB97M-V/def2-TZVPD

LUMO ... 4.855 eV
Total charge ... -2
Maximum force ... 7.51 eV/A
Spin multiplicity ... 1

Each line ends with the Löwdin charge.
Cartesian coordinates (Å):
1 Cd -0.0771 0.5138 0.3090  1.2840
2 P -2.2133 0.0130 -1.1583  -0.1380
3 O -3.6028 -0.6114 -0.8875  -0.5267
4 O -2.2485 0.2056 -2.6739  -0.4869
5 O -1.1350 -0.8511 -0.5102  -0.5600
6 O -1.7077 1.2799 -0.3964  -0.5594
7 B 0.9391 2.0181 1.3925  -0.5097
8 H 1.5013 2.9270 1.5409  -0.0570
9 H 0.9390 1.4283 2.2960  -0.0784
10 H -0.0916 2.2242 1.1484  -0.0697
11 H 1.3896 1.4692 0.5801  -0.0988
12 O -0.8968 -0.2433 2.1216  -0.1115
13 H -0.2718 -0.2502 2.8465  0.0323
14 H -1.7068 -0.5856 2.4997  0.0672
15 O 0.4781 -2.4540 -1.9820  -0.1008
16 H 0.5158 -3.1783 -1.3573  -0.0034
17 H -0.0999 -1.8117 -1.5701  -0.0516
18 O 1.4664 -1.0674 0.7329  -0.1006
19 H 2.4098 -1.0504 0.5720  0.0535
20 H 1.2435 -1.9981 0.7551  0.0445
21 O 0.9293 0.7408 -1.7230  -0.1090
22 H 1.8336 0.6303 -2.0168  0.0409
23 H 0.4056 0.6511 -2.5192  0.0391


Entry 5:
Formula: C20H56N16O25S4
Source: the Open Molecules 2025 dataset
Level of theory: ωB97M-V/def2-TZVPD

LUMO ... -0.260 eV
Maximum force ... 4.53 eV/A
Spin multiplicity ... 1

Each line ends with the Löwdin charge.
Cartesian coordinates (Å):
1 C -2.6771 21.0743 9.7794  -0.6978
2 O -1.6091 21.6773 9.8323  0.0240
3 N -2.8168 19.7204 9.6917  0.1606
4 N -3.8845 21.6364 9.9666  0.1727
5 H -3.7298 19.3086 9.6518  0.0715
6 H -1.9800 19.1691 9.6468  0.0991
7 H -4.7244 21.0921 9.9147  0.0491
8 H -4.0263 22.6308 9.9908  0.1059
9 C -7.4053 20.6367 9.4638  -0.6428
10 O -6.4524 19.9428 9.8602  -0.0364
11 N -8.3125 21.1662 10.3245  0.1904
12 N -7.6074 20.8111 8.1434  0.2033
13 H -8.9978 21.7383 9.8649  0.1030
14 H -8.3664 20.8124 11.2586  0.1133
15 H -8.4389 21.3054 7.8769  0.1119
16 H -7.0651 20.2195 7.5240  0.0896
17 C -6.7029 14.7427 4.5530  -0.6538
18 O -6.9659 15.2303 3.4487  -0.0067
19 N -7.6754 14.5957 5.4867  0.1638
20 N -5.5157 14.1818 4.9191  0.1812
21 H -7.5209 13.9397 6.2356  0.0751
22 H -8.6344 14.8039 5.2857  0.1056
23 H -5.4284 13.7950 5.8604  0.0450
24 H -4.8107 14.0017 4.2288  0.1149
25 C -1.5665 19.7423 5.4523  -0.6856
26 O -0.8436 18.7787 5.2315  0.0207
27 N -1.7637 20.3294 6.6438  0.1774
28 N -2.2462 20.3831 4.4410  0.1703
29 H -1.2953 19.9368 7.4386  0.0885
30 H -2.4300 21.0766 6.7449  0.0577
31 H -2.2252 19.8734 3.5754  0.0494
32 H -2.7205 21.2531 4.5890  0.0649
33 C -2.8553 14.5107 10.3191  -0.6932
34 O -2.1050 13.5430 10.0872  -0.0193
35 N -3.9503 14.5083 11.0927  0.2136
36 N -2.4426 15.7447 9.9070  0.1895
37 H -4.4201 15.3911 11.2836  0.0489
38 H -4.2976 13.6227 11.4125  0.1182
39 H -2.9896 16.5258 10.2331  0.0975
40 H -1.6098 15.7559 9.3563  0.1265
41 C -6.4742 16.7687 11.6751  -0.6292
42 O -5.2509 16.9370 11.6103  -0.0120
43 N -7.0345 15.7305 12.4107  0.1685
44 N -7.3553 17.4576 10.9275  0.1953
45 H -7.9464 15.9455 12.7713  0.0965
46 H -6.4050 15.1088 12.8819  0.0993
47 H -8.3158 17.2127 11.0760  0.0952
48 H -6.9933 18.3017 10.4842  0.0609
49 C -4.3275 12.9823 8.1180  -0.5955
50 O -5.4022 13.0274 7.4835  -0.0639
51 N -3.5113 14.0467 8.2988  0.1670
52 N -3.8450 11.7945 8.5622  0.1909
53 H -2.6702 13.8056 8.7863  0.0043
54 H -3.8670 14.9639 8.1049  0.0637
55 H -4.3404 10.9781 8.2583  0.1101
56 H -3.0047 11.7840 9.1084  0.0920
57 C -8.4116 13.5635 9.7948  -0.6502
58 O -9.3351 13.9957 10.4836  0.0097
59 N -8.0758 12.2534 9.7637  0.1761
60 N -7.7311 14.3255 8.8800  0.1718
61 H -7.2622 11.9802 9.2403  0.0883
62 H -8.5483 11.6466 10.4074  0.1099
63 H -6.9553 13.9379 8.3678  0.0483
64 H -7.8620 15.3136 9.0013  0.0490
65 C -8.3634 18.0048 3.4951  -0.1643
66 C -9.7195 18.3576 4.0938  -0.1400
67 O -9.6072 19.6885 4.6106  -0.2036
68 S -8.2325 20.4007 4.1435  0.6523
69 O -7.2898 20.2057 5.2095  -0.2422
70 O -8.5189 21.7155 3.6579  -0.2099
71 O -7.9445 19.2885 3.0062  -0.1945
72 H -8.5342 17.2575 2.7239  0.1345
73 H -7.6664 17.5706 4.2102  0.1029
74 H -10.0577 17.7149 4.9039  0.1210
75 H -10.5044 18.5071 3.3510  0.1365
76 C -6.2933 23.8918 7.5486  -0.1690
77 C -6.7607 23.7401 6.1054  -0.1864
78 O -5.6049 23.8494 5.3337  -0.1807
79 S -4.2822 23.2706 6.0969  0.7021
80 O -3.0639 23.9089 5.7133  -0.1843
81 O -4.3936 21.8493 6.2585  -0.2405
82 O -4.8621 23.9914 7.4860  -0.2130
83 H -6.4903 22.9887 8.1315  0.0885
84 H -6.6857 24.6756 8.1944  0.1319
85 H -7.5134 24.4947 5.8910  0.1404
86 H -7.1755 22.7429 5.9631  0.0926
87 C -5.0402 17.7381 1.2505  -0.1325
88 C -4.8851 17.8283 2.7853  -0.1680
89 O -3.4956 17.6360 3.0677  -0.2083
90 S -2.5090 17.7222 1.7256  0.6680
91 O -1.6957 16.5476 1.5702  -0.2230
92 O -1.8173 18.9823 1.6950  -0.2387
93 O -3.7248 17.6750 0.7210  -0.1887
94 H -5.5116 18.6423 0.8792  0.1293
95 H -5.6073 16.8338 1.0411  0.1311
96 H -5.4195 17.0546 3.3307  0.0976
97 H -5.2690 18.8066 3.0791  0.1156
98 C -10.2173 15.8501 8.3613  -0.1903
99 C -11.0740 15.9362 9.6006  -0.1591
100 O -12.0339 16.9773 9.3162  -0.1967
101 S -11.4949 17.9689 8.1397  0.6611
102 O -10.4297 18.8506 8.5614  -0.2534
103 O -12.6506 18.4234 7.4424  -0.2107
104 O -10.7810 16.7202 7.3521  -0.2119
105 H -10.1957 14.8946 7.8384  0.1356
106 H -9.1776 16.1344 8.5269  0.0694
107 H -10.4351 16.2587 10.4227  0.1070
108 H -11.6919 15.0869 9.8723  0.1372
109 C -4.4896 17.0294 7.3027  -0.1708
110 C -5.5462 16.8798 8.3540  -0.1876
111 C -6.8039 17.2535 7.5820  -0.1788
112 O -6.3647 18.1672 6.5562  -0.1591
113 C -4.9344 18.3054 6.5925  -0.1517
114 H -4.4992 16.1631 6.6300  0.1044
115 H -3.4604 17.0588 7.6720  0.1088
116 H -5.2592 17.5512 9.1654  0.0842
117 H -5.6557 15.8729 8.7680  0.0917
118 H -7.5275 17.6910 8.2723  0.0930
119 H -7.2404 16.3689 7.1101  0.0887
120 H -4.6312 19.2203 7.1088  0.1051
121 H -4.4705 18.3485 5.6059  0.1137


Entry 6:
Formula: C5H13NO
Source: the Open Molecules 2025 dataset
Level of theory: ωB97M-V/def2-TZVPD

SMILES ... CC(N)=O.CCC
LUMO ... 0.747 eV
Maximum force ... 4.49 eV/A
Spin multiplicity ... 1

Each line ends with the Löwdin charge.
Cartesian coordinates (Å):
1 C -0.6397 1.5921 2.2395  -0.0333
2 C 0.6092 0.8120 2.0294  -0.5956
3 N 1.4016 1.1150 0.9219  0.1214
4 O 0.8716 -0.2328 2.6097  0.0271
5 H -0.6129 2.4748 1.7405  0.0096
6 H -0.9510 1.7466 3.3843  0.1353
7 H -1.6334 1.2072 1.7019  0.1291
8 H 2.1895 0.5498 0.8564  0.0696
9 H 1.3813 1.9502 0.2427  0.1472
10 C 0.2974 0.0003 -2.2218  -0.0813
11 C -0.0053 -0.8272 -0.9389  -0.3277
12 C -0.9103 -2.0618 -1.0241  -0.1260
13 H 0.9788 0.7803 -1.9620  0.0417
14 H -0.6135 0.4204 -2.4400  0.0370
15 H 0.6834 -0.7723 -2.9170  0.0891
16 H 0.8943 -1.1743 -0.4973  0.0773
17 H -0.5734 -0.2120 -0.2220  0.0774
18 H -1.2701 -2.5246 -0.1103  0.0690
19 H -1.7095 -2.0152 -1.8233  0.0851
20 H -0.3881 -2.8284 -1.5696  0.0480